DFT (ωB97M-V/def2-TZVPD) results for one molecule with the formula C4H3N3O2.

Positions of all 12 atoms, in Å:
O -2.66 -1.01 -0.16
C -1.47 -0.32 -0.12
C -0.21 -1.05 -0.10
C 1.11 -0.63 -0.08
O 1.95 -1.51 0.52
N 1.62 0.58 -0.61
N 0.95 1.58 -0.31
C -0.22 1.72 0.36
N -1.37 1.07 0.32
H -0.66 -2.19 -0.29
H 2.74 -1.34 0.06
H -0.11 2.62 1.18

Computed properties:
molecular weight: 125.09 g mol⁻¹
LUMO energy: -1.854 eV
SMILES: O=c1cc(O)nncn1
gap between HOMO and LUMO: 8.02 eV
HOMO level: -0.3629 Eh
E: -12756.18764 eV

Electronic structure analysis, Löwdin charges in units of e: O -0.068; C -0.341; C 0.049; C -0.327; O 0.118; N 0.135; N 0.049; C -0.207; N 0.144; H 0.198; H 0.080; H 0.170

***

DFT (ωB97M-V/def2-TZVPD) results for C27H30Br42F5N2 as an isolated structure.

Positions of all 106 atoms, in Å:
C 0.80 -3.10 -0.25
C 0.01 -1.92 -0.25
C -0.75 -0.45 -0.47
N -1.30 -0.37 -1.89
C -0.57 -0.63 -3.19
C 1.04 -1.02 -3.42
C 1.86 0.40 -3.25
C 3.49 0.27 -3.29
C 4.22 0.09 -1.83
F 5.66 0.48 -2.03
F 4.28 -1.36 -1.41
C 3.66 1.07 -0.64
F 2.59 0.31 0.12
F 3.16 2.40 -1.13
F 4.76 1.39 0.34
C -1.47 -0.46 -4.55
N -2.80 -0.07 -3.93
C -2.70 -0.02 -2.39
C -3.94 0.40 -1.36
C -5.41 0.00 -1.97
H 1.19 -4.22 -0.39
H 0.06 0.39 -0.28
H -1.59 -0.39 0.34
H 1.11 -1.42 -4.53
H 1.42 -1.86 -2.69
H 1.56 1.09 -4.18
H 1.42 0.94 -2.31
H 3.84 -0.65 -3.97
H 3.93 1.23 -3.80
H -1.13 -0.61 -5.66
H -3.67 0.16 -4.48
H -3.90 1.59 -1.29
H -3.75 0.02 -0.25
H -5.34 -0.33 -3.11
H -6.12 0.93 -1.94
H -5.82 -0.92 -1.34
C 0.66 3.62 0.83
Br -0.85 3.44 -0.39
Br 1.56 5.33 0.62
Br 0.15 3.29 2.67
H 1.38 2.84 0.55
C 1.30 -4.63 -5.77
Br 1.03 -3.05 -6.87
Br 1.10 -4.24 -3.87
Br 0.15 -6.10 -6.33
H 2.33 -4.96 -5.92
C 2.15 1.45 5.70
Br 0.31 2.05 5.89
Br 2.71 0.33 7.19
Br 2.45 0.58 3.98
H 2.78 2.35 5.72
C 4.85 4.42 7.79
Br 3.01 5.02 7.98
Br 5.41 3.30 9.27
Br 5.15 3.55 6.07
H 5.48 5.32 7.80
C -5.47 -4.39 -2.18
Br -4.05 -3.06 -2.03
Br -6.89 -3.81 -3.38
Br -4.77 -6.14 -2.68
H -5.91 -4.49 -1.18
C -4.44 -1.73 2.52
Br -3.02 -0.41 2.67
Br -5.85 -1.15 1.33
Br -3.74 -3.48 2.03
H -4.88 -1.84 3.52
C -3.71 -7.51 1.90
Br -3.86 -9.22 0.98
Br -2.89 -6.15 0.77
Br -5.42 -6.92 2.61
H -3.05 -7.67 2.75
C -1.01 -4.76 5.02
Br -1.16 -6.47 4.10
Br -0.19 -3.41 3.90
Br -2.72 -4.17 5.74
H -0.35 -4.92 5.88
C -9.89 0.15 0.75
Br -8.36 0.33 -0.44
Br -10.00 -1.63 1.52
Br -9.90 1.53 2.12
H -10.78 0.30 0.14
C 2.33 -8.55 2.34
Br 2.07 -6.97 1.24
Br 2.13 -8.16 4.23
Br 1.18 -10.02 1.78
H 3.36 -8.88 2.18
C 5.93 6.12 0.18
Br 5.67 7.70 -0.92
Br 5.73 6.51 2.08
Br 4.78 4.65 -0.37
H 6.96 5.79 0.03
C -4.57 5.34 -0.72
Br -5.33 6.91 -1.59
Br -5.62 4.79 0.83
Br -4.32 3.87 -1.98
H -3.58 5.62 -0.35
C 5.53 1.23 -6.57
Br 6.47 1.66 -8.22
Br 6.32 2.13 -5.04
Br 3.62 1.59 -6.72
H 5.64 0.16 -6.41
C 7.06 10.36 3.79
Br 5.76 9.44 4.91
Br 6.23 11.74 2.70
Br 8.55 11.06 4.84
H 7.48 9.62 3.11

Computed properties:
total charge: +1
molecular weight: 3833.51 g mol⁻¹
LUMO energy: -3.088 eV
gap between HOMO and LUMO: 8.28 eV
HOMO level: -0.4176 Eh
E: -2986813.74359 eV

Atom charges from the Löwdin analysis, given in e for atoms 1 to 99: C 0.087; C -0.021; C -0.121; N 0.003; C -0.061; C -0.192; C -0.170; C -0.105; C -0.160; F -0.036; F -0.006; C -0.126; F -0.002; F -0.051; F 0.006; C 0.062; N 0.059; C -0.066; C -0.192; C -0.224; H 0.059; H 0.108; H 0.056; H 0.042; H 0.039; H 0.123; H 0.099; H 0.158; H 0.056; H 0.130; H 0.155; H 0.002; H 0.058; H 0.075; H 0.045; H -0.026; C -1.577; Br 0.553; Br 0.575; Br 0.543; H -0.059; C -1.567; Br 0.578; Br 0.626; Br 0.587; H -0.017; C -1.602; Br 0.526; Br 0.566; Br 0.534; H -0.115; C -1.579; Br 0.564; Br 0.568; Br 0.593; H -0.023; C -1.564; Br 0.604; Br 0.577; Br 0.568; H -0.017; C -1.514; Br 0.601; Br 0.604; Br 0.476; H -0.016; C -1.588; Br 0.579; Br 0.473; Br 0.568; H -0.110; C -1.551; Br 0.585; Br 0.538; Br 0.566; H -0.017; C -1.576; Br 0.569; Br 0.564; Br 0.572; H -0.020; C -1.592; Br 0.524; Br 0.543; Br 0.563; H -0.022; C -1.577; Br 0.567; Br 0.549; Br 0.580; H -0.021; C -1.583; Br 0.588; Br 0.576; Br 0.593; H -0.033; C -1.592; Br 0.585; Br 0.607

***

DFT (ωB97M-V/def2-TZVPD) results for one molecule with the formula C11H10F2O.

Positions of all 24 atoms, in Å:
C -1.26 -0.22 3.05
C -1.34 1.22 2.97
C -0.45 -0.92 2.12
C -0.54 1.92 2.14
C 0.35 -0.23 1.23
C 0.43 1.18 1.29
C 1.21 -0.95 0.21
C 1.38 1.84 0.60
C 0.94 -0.45 -1.15
C 1.82 -1.06 -2.22
C -0.41 0.09 -1.55
O 1.97 -1.86 0.36
F 1.32 3.23 0.53
F 2.59 1.52 0.19
H -1.96 -0.82 3.75
H -2.04 1.71 3.64
H -0.39 -1.97 2.10
H -0.70 2.98 2.09
H 1.01 -1.36 -2.79
H 2.26 -1.99 -1.83
H 2.42 -0.33 -2.79
H -0.91 0.65 -0.63
H -1.19 -0.63 -1.88
H -0.32 0.69 -2.44

Computed properties:
molecular weight: 196.20 g mol⁻¹
LUMO energy (alpha / beta): -0.641 / -0.948 eV
gap between HOMO and LUMO (alpha / beta): 6.88 / 7.41 eV
HOMO level (alpha / beta): -0.2762 / -0.3070 Eh
E: -19047.61346 eV

Electronic structure analysis, Löwdin charges in units of e: C -0.040; C -0.094; C -0.015; C 0.001; C -0.125; C -0.140; C -0.380; C -0.236; C -0.191; C -0.023; C -0.051; O 0.104; F 0.062; F 0.166; H 0.126; H 0.107; H 0.103; H 0.106; H 0.041; H 0.092; H 0.103; H 0.122; H 0.092; H 0.071

***

DFT (ωB97M-V/def2-TZVPD) results for one molecule with the formula C3H8N2OS2.

Positions of all 16 atoms, in Å:
H 2.17 -1.49 0.23
N 1.27 -1.90 0.00
C 0.33 -1.10 0.21
N -0.98 -1.57 0.07
S -2.17 -1.30 1.30
C 0.46 0.36 0.60
O 1.80 0.71 0.63
C -0.32 1.30 -0.33
S 0.33 1.20 -2.03
H -0.95 -2.53 -0.26
H -3.04 -0.55 0.67
H 0.06 0.47 1.64
H 2.15 0.63 -0.29
H -0.28 2.30 0.04
H -1.33 0.93 -0.38
H 0.49 2.54 -2.11

Computed properties:
molecular weight: 152.24 g mol⁻¹
LUMO energy: 0.552 eV
SMILES: [H]/N=C(/NS)[C@@H](O)CS
gap between HOMO and LUMO: 10.11 eV
HOMO level: -0.3514 Eh
E: -29938.11596 eV

Electronic structure analysis, Löwdin charges in units of e: H 0.062; N 0.168; C -0.528; N -0.349; S 0.776; C -0.462; O -0.061; C -0.478; S 0.752; H 0.079; H -0.172; H 0.150; H 0.076; H 0.075; H 0.035; H -0.125

***

DFT (ωB97M-V/def2-TZVPD) results for C32H26Cl2N5O5Rb as an isolated structure.

Positions of all 71 atoms, in Å:
Rb 1.07 0.71 -1.08
C 2.86 -2.21 -5.48
O 3.53 -2.60 -4.30
C 2.69 -3.12 -3.33
C 3.01 -4.36 -2.81
C 2.25 -4.93 -1.78
C 1.15 -4.24 -1.30
C 0.81 -2.99 -1.81
C -0.39 -2.23 -1.40
N -0.96 -2.10 -0.27
N -0.43 -2.81 0.81
C 0.57 -2.25 1.41
O 1.17 -1.15 1.11
C 1.11 -3.03 2.58
C 2.14 -2.49 3.35
C 2.68 -3.20 4.41
C 2.20 -4.47 4.72
C 1.17 -5.01 3.96
C 0.63 -4.30 2.90
C 1.60 -2.34 -2.82
O 1.35 -1.15 -3.22
H 3.61 -1.77 -6.14
H 2.42 -3.08 -5.98
H 2.08 -1.48 -5.26
H 3.88 -4.87 -3.22
H 2.52 -5.90 -1.38
H 0.55 -4.65 -0.51
H -0.85 -1.65 -2.21
H 2.50 -1.51 3.09
H 3.48 -2.77 5.00
H 2.62 -5.03 5.55
H 0.79 -6.00 4.19
H -0.16 -4.71 2.29
Cl -2.45 0.54 0.66
C -3.69 1.39 1.50
C -4.55 0.67 2.30
C -5.55 1.31 3.02
C -5.64 2.69 2.97
C -4.75 3.41 2.20
Cl -4.83 5.15 2.28
C -3.77 2.80 1.40
N -2.88 3.51 0.62
C -3.25 4.50 -0.30
C -4.56 4.68 -0.72
C -4.88 5.65 -1.65
C -3.88 6.45 -2.19
C -2.57 6.26 -1.77
C -2.22 5.31 -0.83
C -0.80 5.13 -0.39
C -0.13 3.81 -0.87
O 1.06 3.86 -1.21
O -0.86 2.78 -0.83
H -4.44 -0.41 2.34
H -6.23 0.74 3.64
H -6.38 3.23 3.55
H -2.01 3.03 0.29
H -5.34 4.04 -0.32
H -5.91 5.78 -1.97
H -4.11 7.21 -2.92
H -1.77 6.88 -2.19
H -0.76 5.09 0.70
H -0.19 5.97 -0.72
N 3.72 -0.94 0.40
C 4.73 -1.81 0.28
C 5.82 -1.11 -0.19
C 5.35 0.20 -0.32
N 4.07 0.30 0.04
H 2.73 -1.12 0.72
H 4.58 -2.86 0.50
H 6.80 -1.50 -0.43
H 5.87 1.08 -0.68

Computed properties:
total charge: -2
molecular weight: 716.96 g mol⁻¹
LUMO energy: 4.026 eV
gap between HOMO and LUMO: 5.63 eV
HOMO level: -0.0589 Eh
E: -76997.52318 eV

Electronic structure analysis, Löwdin charges in units of e: Rb 0.934; C -0.107; O -0.116; C -0.235; C -0.054; C -0.139; C -0.073; C -0.148; C -0.179; N -0.010; N 0.028; C -0.515; O -0.208; C -0.128; C -0.035; C -0.105; C -0.131; C -0.112; C -0.043; C -0.382; O -0.204; H 0.076; H 0.083; H 0.072; H 0.100; H 0.073; H 0.093; H 0.105; H 0.107; H 0.090; H 0.083; H 0.087; H 0.098; Cl 0.805; C -0.561; C -0.117; C -0.112; C -0.142; C -0.584; Cl 0.710; C -0.288; N 0.080; C -0.225; C -0.076; C -0.112; C -0.120; C -0.050; C -0.155; C -0.056; C -0.697; O -0.061; O -0.194; H 0.103; H 0.093; H 0.090; H 0.059; H 0.102; H 0.090; H 0.085; H 0.105; H 0.125; H 0.107; N -0.022; C -0.117; C -0.104; C -0.199; N -0.003; H 0.069; H 0.113; H 0.072; H 0.086